(1)
81
Properties=species:S:1:pos:R:3:forces:R:3:lowdin_charge:R:1 method="wB97M-V/def2-TZVPD" lumo_ev=-0.44 spin_multiplicity=1 charge=0 orbital_gap_ev=5.8048 e_tot_ev=-102703.8643
Sr -2.038 1.432 -0.015 -0.7 -0.1 1.9 1.60
O -1.422 -3.039 0.843 2.0 -0.7 -2.0 -0.03
C -2.392 -3.480 1.568 -0.5 -1.2 0.6 -0.35
C -2.849 -4.834 1.610 1.0 0.4 -0.8 -0.02
C -3.781 -5.262 2.502 -0.2 -0.4 0.4 -0.11
C -4.296 -4.386 3.460 -0.3 0.6 -0.7 -0.11
C -4.023 -3.050 3.291 1.2 1.1 -0.3 -0.01
C -3.008 -2.570 2.383 -2.2 -0.9 1.8 -0.10
C -2.623 -1.187 2.272 -0.9 2.3 1.9 -0.39
O -1.878 -0.816 1.250 0.3 0.8 -0.8 -0.17
N -3.046 -0.321 3.180 0.0 -1.0 -0.8 0.04
N -2.800 0.972 2.792 -0.7 2.6 1.2 -0.03
C -3.212 1.908 3.657 1.1 -4.1 -2.3 -0.08
C -3.127 3.286 3.394 -0.1 2.5 -0.6 -0.18
C -3.174 4.182 4.474 -0.8 -0.5 1.2 -0.06
C -3.158 5.550 4.317 -0.3 0.5 2.0 -0.15
C -3.056 6.101 3.080 0.0 1.2 -2.1 -0.13
C -2.945 5.299 1.950 -0.6 -0.6 0.7 -0.03
C -3.096 3.883 2.089 0.9 -0.2 -2.1 -0.34
O -3.137 3.192 0.934 0.2 0.5 1.4 -0.40
H -1.438 -1.866 0.927 -0.4 -1.0 -0.1 0.02
H -2.389 -5.545 0.945 0.1 -0.1 -0.4 0.10
H -4.173 -6.278 2.431 0.4 0.1 0.2 0.10
H -4.979 -4.722 4.215 -0.4 0.0 0.1 0.09
H -4.545 -2.282 3.836 0.0 0.0 0.4 0.10
H -3.615 1.546 4.586 -0.2 0.0 0.5 0.11
H -3.395 3.785 5.497 0.5 0.2 -1.0 0.12
H -3.275 6.258 5.166 0.1 -0.9 -0.4 0.11
H -3.166 7.199 2.975 0.4 -0.7 0.0 0.11
H -2.855 5.699 0.934 -0.1 -0.2 0.5 0.10
C -2.578 0.754 -4.589 -0.5 -0.1 0.1 -0.02
N -2.325 2.189 -4.583 -0.5 -1.2 0.6 -0.15
C -2.123 2.754 -5.897 1.0 1.0 -1.1 -0.05
C -2.247 2.784 -3.385 0.1 0.4 0.4 -0.47
C -1.988 4.250 -3.422 -0.7 1.1 -0.5 0.02
O -2.392 2.196 -2.277 0.2 0.3 -2.0 -0.18
H -3.334 0.523 -5.348 -0.3 0.1 0.5 0.09
H -2.884 0.467 -3.550 0.5 -0.1 -1.3 0.10
H -1.705 0.263 -5.002 0.4 -0.4 0.6 0.09
H -2.499 2.073 -6.670 -0.1 0.0 0.5 0.09
H -1.037 2.887 -6.171 -0.9 0.0 0.6 0.11
H -2.633 3.720 -6.084 0.3 -0.5 0.5 0.10
H -2.795 4.752 -4.041 0.9 -0.5 0.8 0.11
H -1.026 4.509 -3.889 -0.2 -0.2 0.1 0.10
H -2.021 4.621 -2.399 0.0 0.1 -0.2 0.09
Cl 1.472 -4.723 3.821 -0.5 -0.9 0.8 0.74
C 2.315 -3.749 2.735 0.8 1.3 -0.6 -0.69
C 1.748 -3.508 1.477 0.8 0.3 0.2 -0.08
C 2.395 -2.635 0.602 0.6 0.0 1.5 -0.02
C 3.543 -1.920 1.031 0.1 0.5 -0.5 -0.17
C 4.219 -0.913 0.089 1.2 0.1 -0.3 -0.24
C 3.286 0.025 -0.704 -0.7 0.9 -1.2 -0.06
N 2.380 0.920 0.066 0.4 1.0 0.9 -0.04
C 2.642 2.123 0.787 1.9 -1.0 -0.1 -0.04
C 1.455 2.656 1.101 -1.6 0.7 0.1 -0.13
N 0.412 1.860 0.614 1.2 0.1 -0.1 -0.05
C 1.032 0.863 0.028 -0.7 -1.8 -0.6 -0.22
O 5.160 -1.514 -0.882 -0.6 1.5 1.3 -0.09
C 5.042 -2.756 -1.468 1.0 -1.1 -1.7 -0.19
C 5.091 -2.566 -2.982 -1.4 -1.0 -0.2 -0.27
C 4.003 -2.664 -3.869 2.7 1.1 0.8 -1.03
Cl 2.414 -3.084 -3.602 -1.4 -0.4 0.6 0.68
S 4.439 -2.107 -5.429 0.1 -0.3 -0.2 0.99
C 6.060 -1.954 -4.957 2.0 1.0 -1.6 -0.45
C 6.301 -2.260 -3.670 -1.2 0.1 0.4 -0.14
C 4.098 -2.165 2.316 -1.1 -1.6 -0.9 -0.58
Cl 5.645 -1.532 2.768 -0.1 0.2 0.1 0.72
C 3.515 -3.142 3.154 -0.3 0.9 -1.6 -0.11
H 0.811 -3.974 1.205 0.0 0.0 0.0 0.09
H 1.981 -2.556 -0.388 0.0 0.4 -0.3 0.10
H 4.948 -0.274 0.637 -0.8 -0.5 0.0 0.12
H 2.590 -0.540 -1.321 0.0 -0.5 0.1 0.10
H 3.785 0.664 -1.513 0.0 -0.9 1.6 0.16
H 3.652 2.446 1.143 -1.1 -0.5 -0.8 0.14
H 1.226 3.604 1.603 0.2 -0.7 -0.1 0.12
H 0.517 -0.050 -0.397 0.7 1.2 0.4 0.15
H 4.225 -3.392 -1.214 -1.1 0.0 0.5 0.10
H 5.930 -3.362 -1.216 -0.1 0.3 0.2 0.14
H 6.852 -1.565 -5.651 -1.1 -0.6 0.5 0.09
H 7.262 -2.263 -3.206 0.4 0.2 0.2 0.11
H 4.033 -3.389 4.055 -0.2 -0.2 0.5 0.10

***

(2)
81
Properties=species:S:1:pos:R:3:forces:R:3:lowdin_charge:R:1 method="wB97M-V/def2-TZVPD" lumo_ev="2.13 / 2.13" spin_multiplicity=1 charge=-1 orbital_gap_ev="7.1926 / 7.1921" e_tot_ev=-143782.0943
Co -0.684 -0.360 -2.319 0.2 -0.1 0.0 0.34
C -3.414 -3.432 -1.299 0.0 0.0 0.0 -0.01
C -2.209 -2.721 -1.847 -0.1 0.1 -0.2 -0.25
N -2.178 -1.430 -1.855 0.2 -0.2 0.2 -0.06
N -3.319 -0.745 -1.442 0.1 0.3 -0.1 -0.03
C -3.349 0.422 -1.994 -0.2 -0.1 0.1 -1.02
S -2.159 0.996 -3.119 -0.3 0.0 -0.3 0.82
S -4.658 1.537 -1.636 0.1 -0.1 0.0 0.91
C -5.552 0.648 -0.320 0.1 0.0 -0.1 -0.42
C -4.977 0.857 1.054 0.0 0.0 0.0 -0.29
C -4.004 0.004 1.570 0.0 0.0 0.0 -0.03
C -3.495 0.210 2.843 0.0 0.0 0.0 -0.08
C -3.941 1.272 3.615 0.0 0.0 0.0 -0.10
C -4.902 2.132 3.105 0.0 0.0 0.0 -0.09
C -5.416 1.921 1.835 0.0 0.0 0.0 -0.06
C -1.124 -3.459 -2.476 0.1 0.1 0.1 -0.14
C -0.930 -4.820 -2.194 0.1 0.0 0.0 -0.06
C 0.028 -5.566 -2.839 0.0 0.0 0.0 -0.11
C 0.805 -4.953 -3.829 0.0 0.0 0.0 -0.10
C 0.641 -3.626 -4.132 0.0 0.0 0.0 -0.04
C -0.289 -2.818 -3.436 -0.2 0.0 0.0 -0.37
O -0.346 -1.551 -3.732 0.2 0.2 0.0 -0.13
H -4.321 -2.972 -1.687 0.0 0.0 0.0 0.08
H -3.441 -3.329 -0.212 0.0 0.0 0.0 0.09
H -3.405 -4.484 -1.561 0.0 0.0 0.0 0.07
H -5.575 -0.405 -0.592 0.0 0.0 0.0 0.07
H -6.563 1.054 -0.371 0.0 0.0 0.0 0.07
H -3.629 -0.802 0.957 0.0 0.0 0.0 0.09
H -2.736 -0.457 3.226 0.0 0.0 0.0 0.10
H -3.533 1.433 4.605 0.0 0.0 0.0 0.10
H -5.249 2.971 3.694 0.0 0.0 0.0 0.10
H -6.163 2.599 1.437 0.0 0.0 0.0 0.11
H -1.530 -5.291 -1.427 0.0 0.0 0.0 0.10
H 0.173 -6.608 -2.588 0.0 0.0 0.0 0.09
H 1.561 -5.529 -4.351 0.0 0.0 0.0 0.10
H 1.260 -3.132 -4.870 0.0 0.0 0.0 0.11
S 0.193 -2.334 0.624 0.0 -0.1 0.1 0.72
C 1.495 -1.373 0.935 0.5 0.0 -0.3 -0.69
N 1.685 -0.700 2.091 -0.3 0.2 -0.5 -0.10
C 2.730 0.312 2.179 0.2 0.0 0.1 -0.13
C 3.983 -0.265 1.588 0.0 0.0 0.2 -0.13
N 3.741 -0.593 0.201 -0.1 -0.4 -0.2 -0.12
C 4.786 -0.313 -0.772 0.0 0.0 -0.1 -0.14
C 4.693 1.080 -1.357 0.1 0.0 -0.1 -0.20
C 4.441 1.208 -2.718 -0.1 0.0 0.0 -0.04
C 4.371 2.459 -3.313 0.0 0.0 0.0 -0.07
C 4.549 3.601 -2.551 0.0 0.0 0.0 -0.09
C 4.786 3.485 -1.189 0.0 0.0 0.0 -0.08
C 4.859 2.234 -0.599 0.0 0.0 0.0 -0.05
C 2.614 -1.234 -0.164 -0.3 0.0 0.5 -0.69
S 2.353 -1.874 -1.657 -0.1 0.1 0.1 0.79
C 0.600 -0.558 3.064 0.0 -0.2 0.2 -0.14
C 0.108 0.864 3.163 0.0 0.1 0.0 -0.23
C 0.280 1.609 4.323 0.0 -0.1 0.0 -0.06
C -0.147 2.929 4.378 0.0 0.0 0.0 -0.10
C -0.731 3.514 3.264 0.0 0.0 0.0 -0.09
C -0.902 2.774 2.101 0.0 0.0 0.0 -0.05
C -0.492 1.453 2.053 0.0 -0.1 0.2 -0.03
H 2.887 0.561 3.229 -0.1 -0.1 0.0 0.13
H 2.422 1.206 1.628 0.1 -0.1 0.1 0.12
H 4.286 -1.171 2.134 0.0 0.1 0.0 0.13
H 4.795 0.454 1.660 0.0 0.0 -0.1 0.11
H 4.659 -1.031 -1.579 0.1 0.0 0.0 0.06
H 5.761 -0.495 -0.307 -0.1 0.1 0.1 0.13
H 4.259 0.318 -3.306 0.0 0.0 0.0 0.11
H 4.157 2.538 -4.371 0.0 0.0 0.0 0.10
H 4.489 4.579 -3.011 0.0 0.0 0.0 0.10
H 4.905 4.372 -0.580 0.0 0.0 0.0 0.10
H 5.032 2.173 0.468 0.0 0.0 0.0 0.10
H 0.958 -0.907 4.039 0.0 0.0 0.0 0.13
H -0.195 -1.224 2.732 0.0 0.0 0.1 0.05
H 0.748 1.153 5.189 0.0 0.0 0.0 0.10
H -0.011 3.503 5.286 0.0 0.0 0.0 0.09
H -1.052 4.548 3.301 0.0 0.0 0.0 0.10
H -1.347 3.220 1.221 0.0 0.0 0.0 0.12
H -0.624 0.880 1.143 0.0 0.1 0.2 0.08
O 0.139 2.942 -1.447 0.0 0.0 0.0 -0.30
S 0.546 1.579 -1.243 0.0 0.0 0.0 0.33
O 1.655 1.418 -0.323 0.0 0.0 -0.1 -0.30
O 0.798 0.836 -2.557 -0.1 0.0 -0.1 -0.39
O -0.639 0.703 -0.766 0.0 -0.1 -0.2 -0.45

***

(3)
80
Properties=species:S:1:pos:R:3:forces:R:3:lowdin_charge:R:1 method="wB97M-V/def2-TZVPD" lumo_ev=2.31 spin_multiplicity=1 charge=-1 orbital_gap_ev=6.5354 e_tot_ev=-91033.8178
Pd 0.687 -0.357 -1.112 -0.9 0.2 1.0 0.59
N 0.067 -2.566 1.409 -0.2 0.0 0.3 -0.11
P 0.658 -0.970 1.340 0.8 -0.5 -1.3 1.01
C 0.031 -0.218 2.860 0.0 0.2 0.0 -0.32
C -0.681 0.971 2.747 -0.1 0.1 0.0 -0.07
C -1.072 1.661 3.886 0.0 -0.1 0.1 -0.07
C -0.747 1.166 5.139 -0.1 0.1 0.0 -0.09
C -0.050 -0.030 5.257 0.0 0.0 0.1 -0.09
C 0.343 -0.716 4.123 0.0 -0.1 0.0 -0.09
C 2.422 -1.152 1.751 -0.1 0.1 0.4 -0.39
C 3.026 -2.344 2.132 0.0 0.0 -0.1 -0.11
C 4.372 -2.366 2.459 0.0 0.0 0.0 -0.09
C 5.118 -1.198 2.416 0.1 0.0 0.0 -0.09
C 4.520 -0.009 2.028 0.0 0.1 -0.1 -0.08
C 3.177 0.016 1.687 0.1 0.0 0.0 -0.10
C -0.597 -3.216 0.376 -0.2 0.0 0.2 -0.40
C -1.069 -4.521 0.579 0.0 0.0 -0.2 -0.03
C -1.698 -5.154 -0.471 0.0 0.0 0.0 -0.09
C -1.864 -4.483 -1.680 0.0 0.0 0.1 -0.08
C -1.401 -3.183 -1.756 0.0 0.1 -0.1 -0.14
N -0.792 -2.557 -0.754 -0.2 -0.2 0.1 0.06
H 0.016 -3.050 2.294 0.1 0.1 0.0 0.10
H -0.925 1.353 1.763 0.0 -0.1 0.1 0.08
H -1.624 2.586 3.789 0.0 0.0 0.0 0.10
H -1.029 1.714 6.029 0.0 0.0 0.0 0.10
H 0.204 -0.418 6.235 0.0 0.0 0.0 0.10
H 0.915 -1.632 4.225 0.1 0.0 0.0 0.10
H 2.453 -3.262 2.119 0.0 0.0 0.0 0.09
H 4.845 -3.302 2.727 0.0 0.0 0.0 0.10
H 6.173 -1.221 2.656 0.0 0.0 0.0 0.10
H 5.105 0.898 1.960 0.0 0.0 0.0 0.10
H 2.719 0.935 1.334 0.0 0.0 0.0 0.11
H -0.933 -5.012 1.532 0.1 -0.1 0.1 0.10
H -2.054 -6.170 -0.352 0.0 0.0 0.0 0.10
H -2.344 -4.947 -2.528 0.0 0.0 0.0 0.09
H -1.511 -2.594 -2.662 0.0 0.0 0.0 0.11
C -4.562 -1.083 -0.174 0.0 -0.1 0.0 -0.04
C -4.495 0.277 -0.796 0.0 0.0 -0.2 -0.26
C -5.084 1.378 -0.188 0.0 0.0 0.1 -0.04
C -4.955 2.645 -0.728 0.0 0.2 0.0 -0.07
C -4.241 2.815 -1.904 0.0 0.0 0.0 -0.30
C -3.680 1.723 -2.551 0.0 0.0 0.0 -0.05
C -3.807 0.465 -1.989 0.0 0.0 0.0 -0.03
S -3.926 4.448 -2.498 0.0 -0.1 -0.1 0.62
O -4.969 5.319 -2.022 0.0 0.0 -0.1 -0.32
O -3.622 4.332 -3.895 -0.1 0.0 0.1 -0.29
N -2.571 4.955 -1.730 -0.1 0.1 0.1 -0.14
C -1.412 4.063 -1.627 0.1 0.0 -0.2 -0.20
C -1.349 3.334 -0.287 0.0 -0.1 0.1 -0.10
C -0.499 2.071 -0.432 0.0 0.0 -0.2 -0.74
O 0.737 2.149 -0.389 0.1 0.5 0.3 -0.04
O -1.139 0.996 -0.646 0.4 -0.2 -0.2 -0.11
H -5.196 -1.086 0.712 0.0 0.0 0.0 0.07
H -3.562 -1.406 0.118 0.1 0.0 0.0 0.08
H -4.950 -1.822 -0.877 0.0 0.0 0.0 0.08
H -5.631 1.244 0.737 0.0 0.0 0.0 0.11
H -5.397 3.504 -0.241 0.0 0.0 0.0 0.11
H -3.130 1.862 -3.468 0.1 0.0 -0.1 0.12
H -3.320 -0.374 -2.464 0.1 -0.1 0.0 0.11
H -2.826 5.412 -0.866 0.0 0.0 0.1 0.11
H -0.507 4.649 -1.795 0.0 -0.1 0.0 0.13
H -1.468 3.344 -2.445 0.0 0.0 0.0 0.12
H -2.358 3.036 0.005 0.0 0.0 0.0 0.10
H -0.923 3.991 0.476 0.0 0.0 0.0 0.12
F -0.754 0.043 -3.385 -0.2 0.0 0.1 0.00
C 0.575 0.039 -3.008 0.0 0.2 -0.9 -0.68
F 1.153 -0.749 -3.946 0.1 0.0 0.0 0.01
F 1.004 1.300 -3.303 0.0 0.1 0.0 0.03
S 2.249 -1.987 -1.476 0.2 -0.2 0.1 0.63
C 3.804 -1.185 -1.587 0.0 -0.1 0.1 -0.64
C 4.960 -1.969 -1.638 0.0 -0.2 0.0 -0.15
C 6.214 -1.395 -1.717 0.1 0.0 0.0 -0.12
C 6.356 -0.012 -1.745 0.0 0.0 0.0 -0.13
C 5.213 0.774 -1.693 0.1 0.0 0.0 -0.11
C 3.957 0.200 -1.614 -0.3 0.2 0.0 -0.13
H 4.860 -3.048 -1.615 0.0 0.0 0.0 0.09
H 7.089 -2.032 -1.753 0.0 0.0 0.0 0.09
H 7.336 0.440 -1.817 0.0 0.0 0.0 0.08
H 5.295 1.853 -1.709 0.0 0.1 0.0 0.10
H 3.071 0.833 -1.568 0.1 -0.1 0.0 0.08

***

Relative energy (zero: lowest compared OMol25 entry of this formula, charge and spin) across the listed records, respectively: 39.8; 22.2; 23.5 kcal/mol.